Here is a structure of composition C26H39BrGaIN3O4Si from the OMol25 dataset. Energies are from the ωB97M-V functional and the def2-TZVPD basis.

Atoms and positions in Å:
Ga -17.8031 8.6551 5.6843
C -17.7747 12.5371 7.9764
C -18.4921 11.3812 8.5633
N -19.3590 11.5854 9.5076
C -20.0447 10.5717 10.0353
C -19.9632 9.2679 9.6364
C -20.8525 8.2054 10.2245
O -21.5602 8.6657 11.3718
C -19.0785 8.9986 8.5027
C -18.9467 7.6279 8.0508
N -18.4218 7.2624 6.9237
C -18.1992 5.8824 6.6958
C -19.2193 4.9707 6.8636
C -18.9791 3.6346 6.7898
C -17.6907 3.1681 6.5328
C -16.6696 4.0765 6.2881
C -16.9077 5.4258 6.3432
I -15.4072 6.8795 6.1978
C -18.3204 10.0649 7.9695
O -17.4689 9.9216 6.9484
H -18.1827 13.4806 8.3109
H -17.8416 12.5661 6.8697
H -16.7125 12.4822 8.2121
H -20.7189 10.8270 10.8354
H -20.2964 7.2644 10.4663
H -21.5867 7.9171 9.4637
H -20.9489 8.7799 12.1194
H -19.2663 6.8482 8.7238
H -20.2416 5.2796 7.0347
H -19.7445 2.8803 6.9436
H -17.4735 2.1059 6.4704
H -15.6947 3.7130 6.0402
O -18.6597 7.4658 4.0565
N -19.6034 8.2938 3.9708
O -19.4774 9.2534 4.7730
C -16.9996 10.9850 0.4060
C -16.2715 9.7003 0.7372
C -17.3864 8.7678 1.2192
C -15.5007 9.1361 -0.4756
Si -15.0525 10.0892 2.2246
Br -16.2855 10.2306 4.2391
C -14.3319 11.8701 2.2868
C -13.3332 12.1388 3.4040
C -13.6557 12.0557 0.8872
C -15.4911 12.8519 2.4913
C -13.7918 8.7122 2.4224
C -14.6832 7.4293 2.5828
C -12.9274 8.9104 3.7312
C -12.8151 8.5754 1.2368
H -17.6371 10.7564 -0.4256
H -16.3370 11.8356 0.1038
H -17.6072 11.3044 1.2533
H -18.1169 8.6965 0.4269
H -17.9017 9.2871 2.0654
H -17.1004 7.7611 1.4942
H -16.0383 9.4273 -1.3746
H -15.3865 8.0523 -0.4657
H -14.5262 9.5988 -0.6321
H -12.4172 11.5587 3.2448
H -13.6860 11.8453 4.3956
H -13.0228 13.2185 3.4254
H -12.8461 11.3493 0.7640
H -13.2549 13.0695 0.8003
H -14.3708 11.9721 0.0824
H -15.8631 12.8683 3.4857
H -16.2863 12.8279 1.7678
H -15.0982 13.8391 2.3966
H -15.6051 7.6652 3.1354
H -14.1638 6.6605 3.1608
H -14.9096 7.0731 1.5910
H -13.5601 9.1791 4.6063
H -12.1731 9.6952 3.6127
H -12.3581 8.0015 4.0442
H -13.3385 8.4395 0.2851
H -12.2460 7.6463 1.4109
H -12.1115 9.3970 1.1223

ΔE to the lowest compared entry with this formula, charge and spin = 0.0 kcal/mol
max |F| = 2.1 eV/Å
net charge = +1
E_LUMO = -3.8720 eV

Atom charges from the Löwdin analysis, given in e for atoms 1 to 2: Ga 0.1086; C -0.0137



Here is a structure of composition C26H39CaClNO6SSb from the OMol25 dataset. Energies are from the ωB97M-V functional and the def2-TZVPD basis.

Atoms and positions in Å:
Ca 0.5856 0.5795 0.4945
C -3.4280 0.4110 -1.7355
O -2.8442 0.8495 -0.5318
C -3.0350 -0.0318 0.5555
C -2.4191 -1.4013 0.3614
O -1.0842 -1.2628 -0.1059
C -0.4141 -2.5248 -0.1277
C 1.0358 -2.2742 -0.5117
O 1.1524 -1.1901 -1.4215
C 0.6096 -1.4787 -2.6960
H -4.4846 0.1538 -1.5984
H -3.3612 1.2328 -2.4491
H -2.9023 -0.4535 -2.1561
H -2.6056 0.4728 1.4204
H -4.1044 -0.1777 0.7667
H -2.4335 -1.9206 1.3263
H -2.9745 -2.0118 -0.3609
H -0.4440 -2.9799 0.8682
H -0.9330 -3.1824 -0.8341
H 1.6478 -2.0166 0.3568
H 1.4812 -3.1843 -0.9276
H 1.0083 -2.4264 -3.0709
H -0.4833 -1.5225 -2.6624
H 0.9140 -0.6777 -3.3657
C 0.1595 1.6713 -5.2354
C -0.6444 2.6158 -4.3511
Sb -0.2024 2.3651 -2.2893
C -1.4258 3.8971 -1.4206
C -1.7259 5.1224 -2.2741
C 1.6997 3.3776 -2.2953
C 1.9156 4.4474 -3.3570
H 0.0121 1.8885 -6.2950
H -0.1332 0.6323 -5.0748
H 1.2324 1.7387 -5.0398
H -1.7163 2.4667 -4.4946
H -0.4346 3.6617 -4.5777
H -0.9190 4.1744 -0.4922
H -2.3437 3.3939 -1.1126
H -0.8228 5.6775 -2.5299
H -2.3874 5.8161 -1.7509
H -2.2147 4.8541 -3.2126
H 2.4593 2.5968 -2.3676
H 1.8186 3.7916 -1.2902
H 1.8596 4.0377 -4.3672
H 2.9016 4.9071 -3.2578
H 1.1790 5.2491 -3.2961
O 0.6092 -2.2439 3.4038
C 0.4532 -1.0542 3.5370
N -0.1144 -0.2192 2.5754
S -0.3435 1.2575 3.1400
O -1.7086 1.6048 3.4200
O 0.3220 2.1485 2.1694
C 0.5641 1.0812 4.6254
C 0.8654 2.0183 5.5938
C 1.5631 1.5601 6.7045
C 1.9157 0.2170 6.8302
C 1.5798 -0.7089 5.8512
C 0.8974 -0.2526 4.7378
H 0.5817 3.0563 5.4935
H 1.8391 2.2534 7.4877
H 2.4615 -0.1034 7.7077
H 1.8469 -1.7538 5.9320
Cl 4.9136 -4.8127 0.7489
C 4.4404 -3.1271 0.7143
C 3.9762 -2.5110 1.8630
C 3.5886 -1.1815 1.8167
C 3.6225 -0.4218 0.6302
C 3.0240 0.9007 0.5552
C 4.1430 -1.0833 -0.5009
C 4.5427 -2.4057 -0.4668
H 3.9057 -3.0707 2.7863
H 3.2257 -0.7136 2.7274
H 3.4069 1.5035 -0.2731
H 3.1330 1.4633 1.4884
H 4.2126 -0.5371 -1.4351
H 4.9339 -2.8826 -1.3565

max |F| = 1.5 eV/Å
E_LUMO = 0.2918 eV

Atom charges from the Löwdin analysis, given in e for atoms 1 to 2: Ca 1.2426; C -0.1099



Here is a cluster of 4 separate species, C26H39ClF10N3O6 in total from the OMol25 dataset. Energies are from the ωB97M-V functional and the def2-TZVPD basis.

Atoms and positions in Å:
C -0.4357 1.8136 0.1507
C -0.7000 1.5280 -1.3336
C -2.0263 0.7670 -1.6027
C 0.5131 0.9115 -2.0335
C 0.9613 -0.4655 -1.6000
C 0.1855 -1.2282 -0.7052
C 0.5690 -2.4745 -0.3364
Cl -0.2881 -3.4747 0.7196
N 1.7174 -2.9534 -0.8747
F 2.1094 -4.1952 -0.5286
C 2.5284 -2.2826 -1.7237
N 3.6586 -2.9297 -2.1390
C 2.1588 -0.9902 -2.0995
C 3.0658 -0.2385 -3.0382
C 4.5454 -0.1199 -2.5749
C 5.0093 1.3315 -2.3282
C 6.4364 1.5364 -2.8500
C 6.9832 2.9306 -2.5725
N 8.4352 2.9479 -2.8403
H -1.3413 2.1576 0.6444
H 0.2600 2.6561 0.2109
H 0.0223 0.9885 0.6945
H -0.8332 2.5088 -1.7931
H -1.8874 -0.1224 -2.2163
H -2.7634 1.4294 -2.0486
H -2.4569 0.4366 -0.6560
H 1.3584 1.5898 -1.8829
H 0.3549 0.8687 -3.1152
H -0.7274 -0.8438 -0.2859
H 3.5561 -3.9347 -2.2249
H 3.9738 -2.5746 -3.0348
H 2.6983 0.7705 -3.1798
H 3.0280 -0.7181 -4.0221
H 4.7196 -0.6934 -1.6646
H 5.2032 -0.5627 -3.3261
H 4.3278 2.0519 -2.7829
H 5.0612 1.4928 -1.2491
H 6.4550 1.3220 -3.9213
H 7.0920 0.8302 -2.3356
H 6.4787 3.6460 -3.2297
H 6.8168 3.1933 -1.5286
H 8.6039 3.2632 -3.7875
H 8.8816 3.6399 -2.2510
C -7.2137 5.2727 -0.3070
C -5.7691 5.3494 0.1305
O -5.3810 4.1710 0.8797
C -5.0856 3.0997 0.1750
O -5.0808 2.9769 -1.0145
C -4.6696 1.9587 1.1251
F -5.4957 1.8384 2.1598
F -3.4315 2.2042 1.6045
F -4.6348 0.7937 0.4843
H -7.8640 5.1132 0.5529
H -7.5010 6.2014 -0.7976
H -7.3715 4.4512 -1.0046
H -5.6133 6.1784 0.8160
H -5.0944 5.4781 -0.7147
C -1.3337 2.4588 3.6816
C -0.2993 3.5160 4.0019
O -0.7367 4.3717 5.0722
C -0.5896 3.8817 6.2963
O -0.1328 2.8196 6.5931
C -1.0661 4.9213 7.3326
F -2.2415 5.4476 6.9780
F -0.1696 5.9111 7.4177
F -1.1943 4.3590 8.5253
H -2.2922 2.9229 3.4677
H -1.0283 1.8672 2.8224
H -1.4766 1.7864 4.5274
H -0.1476 4.1786 3.1517
H 0.6647 3.0754 4.2554
C -0.7501 -6.8709 0.4187
C -0.7934 -7.8691 -0.7184
O -1.0818 -9.1942 -0.2428
C -2.3613 -9.4453 0.0116
O -3.2754 -8.6887 -0.1157
C -2.5235 -10.9091 0.4726
F -1.6023 -11.2265 1.3857
F -2.3780 -11.7257 -0.5766
F -3.7255 -11.0959 0.9964
H -0.0357 -7.1890 1.1794
H -0.4582 -5.8843 0.0537
H -1.7260 -6.7817 0.8960
H 0.1778 -7.9484 -1.2028
H -1.5256 -7.5852 -1.4739

max |F| = 1.0 eV/Å
net charge = +1
E_LUMO = -3.8915 eV

Atom charges from the Löwdin analysis, given in e for atoms 1 to 2: C -0.0662; C -0.3863



Here is a structure of composition C26H39ClN3O4SeTi from the OMol25 dataset. Energies are from the ωB97M-V functional and the def2-TZVPD basis.

Atoms and positions in Å:
O 0.5298 0.4302 -1.6327
C -0.2453 0.3907 -2.7960
C -0.0055 1.6514 -3.6206
C 0.6844 2.7162 -3.0533
H 1.0449 2.6265 -2.0301
C 0.8601 3.9125 -3.7384
H 1.3775 4.7216 -3.2260
C 0.3629 4.0416 -5.0368
H 0.4929 4.9918 -5.5758
C -0.3043 2.9570 -5.6307
H -0.6909 3.0681 -6.6492
C -0.4849 1.7622 -4.9316
H -1.0227 0.9206 -5.3730
H 0.1002 -0.4627 -3.4168
C -2.2545 -1.3956 -2.5667
C -1.7983 0.0395 -2.3941
H -3.2445 -1.4245 -3.0460
H -2.3545 -1.9495 -1.6213
H -1.5615 -1.9240 -3.2269
C -2.6489 1.0823 -2.4025
C -4.1510 1.0138 -2.3155
H -2.2487 2.1004 -2.4722
H -4.6774 1.4027 -3.2120
H -4.5058 1.6571 -1.4891
H -4.5394 0.0003 -2.1478
Ti -0.5808 -0.1821 0.0432
Cl -2.7994 -0.1638 0.4682
C -1.0126 0.2106 2.9087
O -0.3042 -0.4518 2.0878
N -1.0503 0.0315 4.2269
C -0.4969 -1.1507 4.8969
C -1.7681 0.9704 5.1005
H -1.6438 1.0320 2.5236
H 0.0267 -1.7724 4.1722
H -1.3088 -1.7196 5.3776
H 0.1905 -0.8236 5.6916
H -2.0156 1.8847 4.5484
H -1.1382 1.2389 5.9600
H -2.6981 0.5243 5.4869
H 5.0256 1.7120 -1.8241
H 4.6305 2.5338 0.2999
C 3.9304 1.6494 -1.9208
C 3.6930 2.0109 0.5243
N 3.3496 1.2166 -0.6510
H 3.6727 0.9264 -2.7080
C 2.5177 0.1711 -0.5867
O 1.7863 -0.1068 0.3931
H 3.8329 1.3696 1.4029
H 2.5513 -0.4424 -1.5085
H 3.5525 2.6460 -2.2051
H 2.9062 2.7540 0.7281
H -0.0210 -5.3292 0.6227
H 2.0355 -5.5917 -1.0427
C -0.4791 -4.8382 -0.2472
C 1.5129 -4.9113 -1.7328
N 0.5421 -4.1006 -0.9986
H -1.2816 -4.1761 0.0822
C 0.6572 -2.7855 -0.9571
O -0.1920 -2.0463 -0.3348
H 2.2350 -4.2434 -2.2132
H 1.4980 -2.3298 -1.4972
H -0.8860 -5.6203 -0.8980
H 0.9990 -5.5123 -2.4991
Se -0.0054 2.5048 0.7259
C 0.6329 2.7723 2.4814
C 1.4724 1.8537 3.1564
C 1.7951 2.0267 4.4965
C 1.3191 3.1366 5.2070
C 0.5426 4.0958 4.5364
C 0.2341 3.9348 3.1859
H 1.8678 1.0051 2.5919
H 2.4255 1.2858 4.9972
H 1.5535 3.2533 6.2662
H 0.1781 4.9740 5.0686
H -0.3562 4.6774 2.6520

max |F| = 3.9 eV/Å
net charge = -1
multiplicity = 3
E_LUMO (spin up / spin down) = 2.4945 / 2.4209 eV

Atom charges from the Löwdin analysis, given in e for atoms 1 to 2: O -0.4013; C -0.3360



Here is a structure of composition C26H39IrN3O12P2 from the OMol25 dataset. Energies are from the ωB97M-V functional and the def2-TZVPD basis.

Atoms and positions in Å:
Ir 1.1190 -0.2894 -1.4426
O 3.1980 0.3120 -2.0007
N 3.5487 1.5010 -1.9545
N 2.6419 2.3928 -1.7159
O 1.4118 2.0635 -1.5539
C 3.0502 3.7250 -1.6132
C 4.4170 4.0400 -1.5413
C 4.7908 5.3625 -1.4108
C 3.8240 6.3666 -1.3761
C 2.4691 6.0480 -1.4643
C 2.0790 4.7312 -1.5843
H 5.1531 3.2543 -1.6062
H 5.8364 5.6273 -1.3517
H 4.1203 7.4020 -1.3014
H 1.7259 6.8297 -1.4595
H 1.0414 4.4579 -1.6995
C -2.3422 -2.9252 -0.5606
C -3.2547 -1.7103 -0.5379
C -4.6155 -2.0129 0.0622
O -2.6172 -0.6712 0.2768
P -1.9489 0.5484 -0.4238
O -1.0100 0.1878 -1.5452
C -1.1889 1.5232 0.9089
P 0.1714 0.6281 1.7265
O 1.1271 -0.0008 0.7609
O -0.3436 -0.5065 2.6557
C -1.1864 -0.4627 3.8367
C -2.6092 -0.8337 3.4553
C -1.1090 0.8649 4.5653
O 0.8834 1.7994 2.5169
C 2.2657 1.7438 2.9439
C 3.1827 2.1724 1.8051
C 2.6351 0.3693 3.4702
O -3.1286 1.4194 -0.9789
C -2.8741 2.4927 -1.9278
C -3.5010 3.7655 -1.3807
C -3.4438 2.0767 -3.2719
H -2.8203 -3.7394 -1.0992
H -2.1267 -3.2516 0.4539
H -1.4067 -2.6774 -1.0566
H -3.3752 -1.3141 -1.5525
H -4.5112 -2.3925 1.0747
H -5.1154 -2.7632 -0.5449
H -5.2306 -1.1180 0.0837
H -1.9592 1.8101 1.6187
H -0.7720 2.4220 0.4558
H -0.7655 -1.2561 4.4649
H -3.0716 -0.0633 2.8445
H -3.1996 -0.9705 4.3567
H -2.6107 -1.7629 2.8950
H -1.4508 1.6785 3.9302
H -0.0934 1.0805 4.8828
H -1.7388 0.8262 5.4496
H 2.3107 2.4887 3.7493
H 3.1946 1.3989 1.0393
H 4.1891 2.3065 2.1928
H 2.8433 3.1132 1.3759
H 2.4741 -0.3694 2.6845
H 2.0311 0.1002 4.3336
H 3.6818 0.3582 3.7630
H -1.7855 2.6130 -2.0115
H -4.5777 3.6445 -1.2988
H -3.2931 4.5925 -2.0542
H -3.1026 4.0035 -0.3970
H -4.5166 1.9202 -3.1912
H -2.9750 1.1498 -3.5949
H -3.2536 2.8469 -4.0141
O 0.8887 -2.8205 0.5661
C 1.1679 -3.1510 -0.5676
O 1.4341 -2.4361 -1.5657
C 1.1543 -4.6688 -0.8812
C 1.1362 -5.5900 0.1540
C 1.0884 -6.9454 -0.1414
C 1.0505 -7.3683 -1.4600
C 1.0705 -6.4201 -2.4702
C 1.1228 -5.0584 -2.2067
N 1.0217 -6.8390 -3.8874
O 1.0455 -8.0235 -4.0679
O 0.9526 -5.9651 -4.7048
H 1.1565 -5.2473 1.1768
H 1.0686 -7.6684 0.6582
H 1.0049 -8.4209 -1.7050
H 1.1424 -4.3442 -3.0162

ΔE to the lowest compared entry with this formula, charge and spin = 19.6 kcal/mol
max |F| = 5.8 eV/Å
net charge = +2
multiplicity = 6
E_LUMO (spin up / spin down) = -7.1413 / -10.2425 eV

Atom charges from the Löwdin analysis, given in e for atoms 1 to 2: Ir 1.7403; O -0.0746



Here is a structure of composition C26H39N8O2PtS from the OMol25 dataset. Energies are from the ωB97M-V functional and the def2-TZVPD basis.

Atoms and positions in Å:
Pt 0.2787 0.8082 -0.4045
C 2.1050 2.4033 1.8347
N 0.9275 2.0076 2.6029
C 0.1793 3.1030 3.2265
C 0.4973 0.7420 2.5921
N 0.7366 -0.0654 1.5107
C 1.3715 -1.2590 1.7895
C 2.3132 -1.2454 2.8724
C 3.0739 -2.3149 3.2618
C 2.9602 -3.4947 2.5399
C 2.0755 -3.5582 1.4490
C 2.0617 -4.7603 0.7458
C 1.2563 -4.9511 -0.4072
C 0.4747 -3.9334 -0.8136
C 0.3829 -2.6588 -0.0939
N -0.4314 -1.7410 -0.5054
C -1.3395 -1.9791 -1.5345
N -2.4990 -2.5367 -1.2046
C -3.3233 -3.3080 -2.1449
C -2.9475 -2.6021 0.1886
N -1.0642 -1.5535 -2.7599
C -2.0935 -1.1694 -3.7339
C 0.3084 -1.4562 -3.2694
C 1.2482 -2.4549 1.0669
N -0.1764 0.2567 3.6400
C -0.0067 0.7672 5.0042
C -1.0263 -0.9257 3.5349
H 2.5159 3.3037 2.2861
H 1.8512 2.6020 0.7891
H 2.8649 1.6251 1.8542
H 0.0158 3.8771 2.4752
H 0.7287 3.5371 4.0608
H -0.7898 2.7546 3.5684
H 2.4526 -0.3052 3.3936
H 3.7718 -2.2311 4.0830
H 3.5560 -4.3618 2.7955
H 2.6990 -5.5700 1.0828
H 1.2912 -5.8899 -0.9425
H -0.1317 -4.0459 -1.7052
H -2.7940 -3.4734 -3.0776
H -4.2726 -2.8120 -2.3430
H -3.5280 -4.2746 -1.6850
H -2.5154 -1.7859 0.7584
H -2.6795 -3.5572 0.6443
H -4.0314 -2.5051 0.1990
H -2.1274 -1.8674 -4.5698
H -1.8280 -0.1830 -4.1119
H -3.0670 -1.1079 -3.2603
H 0.4588 -2.2117 -4.0418
H 1.0355 -1.6011 -2.4775
H 0.4568 -0.4715 -3.7112
H 0.8882 1.3797 5.0706
H 0.1040 -0.0882 5.6703
H -0.8695 1.3457 5.3329
H -1.2955 -1.0986 2.4972
H -1.9310 -0.7545 4.1167
H -0.5226 -1.8093 3.9331
C 2.4459 2.3508 -2.4802
O 2.7682 1.0632 -1.9493
C 2.0889 0.3447 -1.0666
O 2.5683 -0.6812 -0.6697
H 3.0466 2.4422 -3.3798
H 2.7449 3.1283 -1.7766
H 1.3944 2.4257 -2.7346
C -2.6137 4.0631 -3.5050
N -1.5882 4.4277 -2.5278
C -1.2379 5.7232 -2.1831
C -0.2339 5.6458 -1.2885
N 0.0111 4.2966 -1.1003
C -0.8127 3.5654 -1.8609
S -0.9060 1.8430 -2.0417
H -3.2254 4.9379 -3.7020
H -3.2397 3.2723 -3.0990
H -2.1464 3.7312 -4.4301
H -1.7373 6.5772 -2.6056
H 0.3178 6.4140 -0.7775
H 0.7046 3.8889 -0.4955

ΔE to the lowest compared entry with this formula, charge and spin = 0.0 kcal/mol
max |F| = 0.5 eV/Å
net charge = +3
E_LUMO (spin up / spin down) = -11.0698 / -11.0119 eV

Atom charges from the Löwdin analysis, given in e for atoms 1 to 2: Pt 0.8029; C -0.0173